DFT (the ωB97M-V functional and the def2-TZVPD basis) results for a molecular structure, C29H36N3P2RhS3Sb.

Geometry as XYZ:
```
75
Properties=species:S:1:pos:R:3
Rh 0.176 -0.008 0.113
C 0.748 0.186 4.497
C 2.133 0.182 4.600
C 2.884 0.151 3.445
C 2.256 0.127 2.198
N 0.909 0.164 2.109
C 0.191 0.184 3.237
C 2.971 -0.067 0.935
C 4.367 -0.068 0.861
C 4.995 -0.331 -0.340
C 4.223 -0.605 -1.463
C 2.838 -0.586 -1.395
C 2.176 -0.294 -0.201
H 0.107 0.195 5.367
H 2.616 0.179 5.568
H 3.961 0.107 3.495
H -0.882 0.196 3.123
H 4.966 0.150 1.735
H 6.075 -0.322 -0.404
H 4.709 -0.824 -2.407
H 2.259 -0.787 -2.287
S -1.345 3.268 -3.285
Sb 0.517 2.020 -2.603
S -0.317 -0.187 -2.186
S 0.645 2.312 -0.244
C -3.346 -0.216 -0.828
P -2.193 0.224 0.514
C -2.520 -1.176 1.697
N -3.562 -1.165 2.482
C -3.731 -2.214 3.335
C -4.856 -2.237 4.191
C -5.021 -3.277 5.059
C -4.080 -4.334 5.109
C -2.989 -4.333 4.288
C -2.800 -3.265 3.382
N -1.718 -3.272 2.555
C -1.582 -2.279 1.721
P -0.095 -2.254 0.610
C 1.167 -2.972 1.705
C -0.360 -3.614 -0.637
C 0.826 -3.568 -1.608
C -1.664 -3.386 -1.399
C -0.408 -4.990 0.038
C -2.965 1.812 1.154
C -2.118 2.447 2.258
C -4.409 1.700 1.649
C -2.946 2.735 -0.078
H -4.375 -0.027 -0.527
H -3.241 -1.268 -1.081
H -3.088 0.366 -1.711
H -5.560 -1.418 4.132
H -5.878 -3.302 5.719
H -4.236 -5.149 5.803
H -2.257 -5.129 4.300
H 0.800 -3.900 2.137
H 1.405 -2.282 2.511
H 2.073 -3.150 1.127
H 0.879 -2.614 -2.131
H 0.700 -4.362 -2.349
H 1.776 -3.742 -1.099
H -1.667 -2.430 -1.921
H -2.531 -3.442 -0.734
H -1.774 -4.176 -2.146
H 0.573 -5.295 0.402
H -0.723 -5.724 -0.708
H -1.112 -5.028 0.869
H -2.280 1.950 3.218
H -2.429 3.487 2.378
H -1.054 2.453 2.019
H -4.489 1.112 2.560
H -5.076 1.267 0.904
H -4.766 2.713 1.852
H -1.956 2.796 -0.531
H -3.219 3.742 0.246
H -3.668 2.421 -0.831
```

Results
* E_HOMO (alpha / beta): -7.076 / -7.043 eV
* E_LUMO (alpha / beta): -0.93 / -1.59 eV
* net charge: 0
* frontier orbital gap (alpha / beta): 6.1 / 5.4 eV
* energy above the lowest of the compared OMol25 structures with the same formula, charge and spin: 3.4 kcal/mol
* spin multiplicity: 2

---

DFT (the ωB97M-V functional and the def2-TZVPD basis) results for a molecular structure, C29H37AuCl5GeNO2SSe.

Geometry as XYZ:
```
78
Properties=species:S:1:pos:R:3
Au 1.239 -0.473 1.217
Cl 1.958 -0.492 4.254
C 3.307 -0.852 3.259
C 3.076 -0.969 1.892
C 4.162 -1.298 1.091
Cl 3.927 -1.517 -0.587
C 5.458 -1.424 1.611
Cl 6.785 -1.732 0.583
C 5.668 -1.257 2.988
Cl 7.244 -1.377 3.635
C 4.576 -0.985 3.827
Cl 4.808 -0.793 5.508
C 2.022 0.364 -5.790
Ge 1.968 -1.193 -4.570
C 0.521 -2.510 -4.909
C 3.688 -2.126 -4.288
C 1.583 -0.245 -2.753
Se 0.979 -1.493 -1.469
C -0.887 -1.437 -1.972
H 2.273 0.018 -6.787
H 2.787 1.065 -5.469
H 1.068 0.880 -5.835
H 0.831 -3.150 -5.730
H -0.423 -2.053 -5.192
H 0.374 -3.140 -4.033
H 3.931 -2.722 -5.162
H 3.621 -2.789 -3.430
H 4.496 -1.419 -4.130
H 0.840 0.534 -2.893
H 2.521 0.196 -2.433
H -0.970 -1.228 -3.034
H -1.372 -0.660 -1.388
H -1.336 -2.398 -1.741
C -1.705 -5.498 1.730
N -0.728 -4.617 1.129
C 0.443 -5.194 0.500
C -0.862 -3.296 1.143
C -2.089 -2.708 1.777
O 0.001 -2.560 0.616
H -1.285 -6.498 1.801
H -2.618 -5.540 1.130
H -1.968 -5.160 2.733
H 0.213 -6.192 0.141
H 1.273 -5.247 1.210
H 0.756 -4.569 -0.338
H -2.977 -3.022 1.231
H -2.011 -1.624 1.753
H -2.195 -3.032 2.810
O -0.464 0.650 0.509
S -1.796 1.154 1.025
C -1.462 2.031 2.622
C -0.608 3.238 2.478
C -1.187 4.507 2.445
C -0.395 5.636 2.352
C 0.986 5.503 2.278
C 1.568 4.243 2.287
C 0.777 3.115 2.384
C -2.097 2.580 -0.111
C -3.531 2.988 -0.074
C -4.538 2.033 -0.206
C -5.866 2.414 -0.208
C -6.206 3.756 -0.081
C -5.209 4.713 0.044
C -3.880 4.331 0.053
H -1.002 1.280 3.268
H -2.456 2.282 2.992
H -2.263 4.591 2.502
H -0.844 6.619 2.339
H 1.613 6.379 2.210
H 2.642 4.141 2.235
H 1.232 2.133 2.398
H -1.825 2.181 -1.091
H -1.424 3.400 0.142
H -4.278 0.988 -0.310
H -6.639 1.668 -0.313
H -7.245 4.050 -0.080
H -5.466 5.757 0.131
H -3.106 5.078 0.139
```

Results
* E_HOMO: -13.706 eV
* E_LUMO: -9.35 eV
* net charge: +2
* frontier orbital gap: 4.4 eV
* energy above the lowest of the compared OMol25 structures with the same formula, charge and spin: 35.3 kcal/mol

---

DFT (the ωB97M-V functional and the def2-TZVPD basis) results for a molecular structure, C29H37Br2KN3O6S2Si.

Geometry as XYZ:
```
81
Properties=species:S:1:pos:R:3
K -0.467 0.296 1.269
Br 6.082 0.209 0.676
C 4.273 0.414 0.158
C 3.540 -0.686 -0.236
C 2.216 -0.466 -0.590
N 1.643 0.734 -0.570
C 2.360 1.781 -0.172
C 3.694 1.668 0.203
C 1.626 3.082 -0.075
C 2.310 4.288 0.035
C 1.571 5.444 0.176
Br 2.461 7.106 0.336
C 0.193 5.394 0.204
C -0.391 4.142 0.075
N 0.293 3.015 -0.074
H 3.960 -1.681 -0.244
H 1.565 -1.288 -0.870
H 4.261 2.511 0.566
H 3.388 4.334 0.013
H -0.407 6.280 0.339
H -1.470 4.047 0.110
C -3.402 1.728 -1.228
C -3.787 0.561 -0.325
C -3.949 1.036 1.116
C -5.078 -0.081 -0.819
O -2.677 -0.342 -0.384
Si -2.553 -1.982 -0.116
S -0.621 -2.556 -0.119
O -3.363 -2.118 1.339
C -3.855 -3.270 2.012
C -3.789 -2.948 3.501
C -5.305 -3.490 1.582
C -3.021 -4.512 1.711
O -3.609 -2.762 -1.154
C -3.373 -3.189 -2.495
C -2.579 -2.145 -3.279
C -4.753 -3.373 -3.120
C -2.629 -4.522 -2.478
H -4.163 2.511 -1.204
H -3.283 1.380 -2.256
H -2.446 2.143 -0.902
H -4.754 1.769 1.215
H -3.036 1.532 1.454
H -4.161 0.190 1.768
H -5.885 0.655 -0.780
H -5.348 -0.938 -0.202
H -4.968 -0.425 -1.848
H -4.349 -2.033 3.707
H -2.752 -2.792 3.802
H -4.211 -3.760 4.098
H -5.896 -2.600 1.811
H -5.741 -4.343 2.108
H -5.347 -3.668 0.507
H -1.977 -4.350 1.979
H -3.059 -4.754 0.647
H -3.413 -5.362 2.275
H -3.112 -1.192 -3.298
H -2.434 -2.483 -4.308
H -1.601 -1.986 -2.823
H -5.298 -2.427 -3.120
H -5.327 -4.100 -2.542
H -4.668 -3.730 -4.149
H -1.664 -4.403 -1.987
H -2.473 -4.891 -3.496
H -3.214 -5.262 -1.926
O 0.740 4.142 3.394
S 0.153 2.826 3.423
O -1.138 2.699 2.756
N 1.156 1.691 2.921
C 1.271 0.673 3.813
O 1.786 -0.413 3.591
C 0.623 1.011 5.141
C 0.610 0.258 6.300
C -0.068 0.763 7.402
C -0.726 1.991 7.336
C -0.725 2.739 6.164
C -0.037 2.221 5.085
H 1.120 -0.696 6.323
H -0.092 0.199 8.326
H -1.250 2.363 8.208
H -1.242 3.687 6.101
```

Results
* E_HOMO: -5.041 eV
* E_LUMO: 2.20 eV
* net charge: -1
* frontier orbital gap: 7.2 eV
* energy above the lowest of the compared OMol25 structures with the same formula, charge and spin: 5.8 kcal/mol

---

DFT (the ωB97M-V functional and the def2-TZVPD basis) results for a molecular structure, C29H37HgN4O3PS3.

Geometry as XYZ:
```
78
Properties=species:S:1:pos:R:3
Hg 0.298 0.977 -0.044
O -0.039 -0.455 2.044
S -0.707 -0.723 3.364
C 0.412 -1.798 4.316
C 0.771 -3.170 3.754
C 1.477 -3.154 2.393
C 2.865 -2.539 2.492
S 3.786 -2.305 0.942
O 3.190 -1.075 0.318
C 3.204 -3.695 -0.014
C 2.051 -3.583 -0.777
C 1.640 -4.663 -1.540
C 2.382 -5.840 -1.540
C 3.540 -5.937 -0.783
C 3.963 -4.855 -0.021
C -1.981 -1.936 3.053
C -2.192 -2.377 1.759
C -3.178 -3.325 1.519
C -3.944 -3.814 2.566
C -3.736 -3.347 3.859
C -2.756 -2.400 4.107
H -0.091 -1.894 5.281
H 1.292 -1.173 4.483
H -0.134 -3.776 3.686
H 1.416 -3.666 4.486
H 0.880 -2.587 1.681
H 1.558 -4.177 2.026
H 3.511 -3.113 3.161
H 2.829 -1.506 2.847
H 1.497 -2.651 -0.770
H 0.739 -4.592 -2.137
H 2.059 -6.681 -2.140
H 4.124 -6.848 -0.796
H 4.877 -4.913 0.559
H -1.587 -1.971 0.958
H -3.349 -3.680 0.511
H -4.711 -4.554 2.377
H -4.345 -3.717 4.674
H -2.608 -2.020 5.111
O -2.955 0.857 2.428
H -3.372 0.870 1.560
H -2.498 1.710 2.459
N -1.209 6.084 -6.609
C -0.957 5.640 -5.580
C -0.640 5.084 -4.291
C 0.649 5.175 -3.781
C 0.899 4.614 -2.538
N -0.028 3.990 -1.814
C -1.262 3.922 -2.310
C -1.623 4.448 -3.540
H 1.433 5.670 -4.337
H 1.892 4.670 -2.106
H -1.994 3.408 -1.695
H -2.635 4.363 -3.909
S -0.597 3.611 1.621
C -1.929 4.405 1.023
N -1.921 5.784 0.995
C -2.941 6.535 0.536
C -4.057 5.920 0.068
C -4.044 4.510 0.109
N -3.046 3.783 0.546
H -1.087 6.220 1.364
H -2.806 7.607 0.571
H -4.899 6.477 -0.310
H -4.912 3.959 -0.241
C 2.438 -1.263 -3.107
P 1.696 0.143 -2.215
C 0.748 0.929 -3.566
C 3.099 1.275 -1.966
H 2.852 -0.885 -4.044
H 1.687 -2.020 -3.326
H 3.232 -1.714 -2.513
H 1.398 1.173 -4.409
H 0.264 1.832 -3.207
H -0.024 0.238 -3.910
H 3.544 1.542 -2.926
H 3.843 0.785 -1.337
H 2.759 2.179 -1.461
```

Results
* E_HOMO (alpha / beta): -9.414 / -10.862 eV
* E_LUMO (alpha / beta): -2.71 / -3.87 eV
* net charge: +1
* frontier orbital gap (alpha / beta): 6.7 / 7.0 eV
* energy above the lowest of the compared OMol25 structures with the same formula, charge and spin: 0.0 kcal/mol
* spin multiplicity: 2

---

DFT (the ωB97M-V functional and the def2-TZVPD basis) results for a molecular structure, C29H38BCl44NO7S.

Geometry as XYZ:
```
121
Properties=species:S:1:pos:R:3
C 0.328 -0.198 3.257
C 0.043 0.773 4.392
O 0.957 1.846 4.340
C 2.125 1.683 5.111
C 3.236 2.506 4.454
O 3.029 2.634 3.071
C 3.317 1.444 2.366
C 4.298 1.774 1.231
C 3.713 2.477 -0.032
C 2.653 3.570 0.269
C 1.206 3.123 0.590
O 0.681 3.924 1.646
C 0.304 3.271 -0.641
N -1.121 3.142 -0.323
C 3.301 1.471 -1.164
C 2.317 0.370 -0.688
C 2.204 -0.891 -1.576
C 0.845 -1.621 -1.474
C 0.195 -1.512 -0.086
C -0.160 -1.240 -2.579
B 2.883 2.243 -2.497
C 1.806 1.785 -3.543
O 3.586 3.419 -2.753
C 4.625 0.788 -1.551
O 4.984 -0.201 -0.569
S 5.356 0.343 0.870
O 6.700 0.853 0.810
O 5.034 -0.730 1.764
H 0.019 0.224 2.296
H -0.186 -1.153 3.362
H 1.398 -0.424 3.194
H -0.963 1.192 4.315
H 0.112 0.265 5.365
H 1.930 2.071 6.121
H 2.412 0.624 5.175
H 4.213 2.051 4.666
H 3.244 3.519 4.864
H 3.794 0.727 3.042
H 2.402 0.967 2.012
H 5.035 2.454 1.663
H 4.562 3.009 -0.474
H 2.627 4.273 -0.572
H 2.943 4.155 1.136
H 1.141 2.106 0.974
H 0.748 4.846 1.386
H 0.491 4.262 -1.069
H 0.563 2.493 -1.364
H -1.685 3.835 -0.788
H -1.475 2.226 -0.551
H 1.318 0.807 -0.642
H 2.603 0.022 0.303
H 2.970 -1.594 -1.231
H 2.449 -0.673 -2.620
H 1.061 -2.686 -1.630
H -0.525 -2.322 0.051
H -0.373 -0.579 0.008
H 0.934 -1.543 0.718
H -0.893 -0.501 -2.239
H 0.345 -0.870 -3.476
H -0.730 -2.121 -2.892
H 0.947 1.297 -3.079
H 2.248 1.020 -4.201
H 1.481 2.610 -4.180
H 4.039 3.318 -3.596
H 5.439 1.518 -1.617
H 4.585 0.272 -2.513
C -1.855 -3.579 -1.000
Cl -2.537 -2.341 -2.065
Cl -0.239 -4.007 -1.565
Cl -1.755 -2.940 0.641
Cl -2.903 -4.999 -1.003
C -4.289 -2.220 3.721
Cl -2.701 -1.807 4.380
Cl -5.565 -1.620 4.778
Cl -4.438 -1.476 2.130
Cl -4.402 -3.978 3.582
C -2.188 5.936 2.681
Cl -0.620 6.672 3.049
Cl -3.437 6.726 3.661
Cl -2.557 6.193 0.969
Cl -2.144 4.224 3.025
C 5.973 6.009 0.029
Cl 5.243 5.026 1.301
Cl 6.971 4.972 -0.996
Cl 4.694 6.744 -0.942
Cl 6.973 7.273 0.746
C 2.847 2.860 -7.519
Cl 4.102 2.782 -6.265
Cl 2.350 1.220 -7.935
Cl 1.463 3.766 -6.910
Cl 3.505 3.666 -8.939
C -4.858 -8.878 -0.249
Cl -4.261 -10.367 -0.995
Cl -3.928 -8.541 1.211
Cl -4.673 -7.539 -1.388
Cl -6.559 -9.069 0.164
C -6.751 5.702 -0.614
Cl -5.605 5.664 -1.969
Cl -5.869 6.104 0.854
Cl -7.992 6.915 -0.932
Cl -7.503 4.115 -0.447
C -4.159 5.272 -6.537
Cl -5.657 5.073 -7.446
Cl -3.064 3.935 -6.904
Cl -3.394 6.799 -6.982
Cl -4.521 5.276 -4.807
C 3.172 -5.789 -3.039
Cl 2.141 -7.173 -3.406
Cl 4.867 -6.266 -3.140
Cl 2.851 -4.494 -4.199
Cl 2.814 -5.207 -1.411
C -7.845 -12.647 2.223
Cl -6.509 -12.193 1.169
Cl -8.338 -14.307 1.881
Cl -7.349 -12.509 3.908
Cl -9.212 -11.557 1.929
C -6.049 -8.361 5.019
Cl -5.452 -6.940 4.156
Cl -6.537 -7.887 6.648
Cl -7.426 -9.054 4.166
Cl -4.763 -9.571 5.116
```

Results
* E_HOMO: -9.058 eV
* E_LUMO: -0.21 eV
* net charge: 0
* frontier orbital gap: 8.9 eV

---

Which of these has the lowest net charge?
C29H37Br2KN3O6S2Si

---

Which of these has the highest net charge?
C29H37AuCl5GeNO2SSe